144
Properties=species:S:1:pos:R:3:forces:R:3:mulliken_charge:R:1 method="wB97M-V/def2-TZVPD" lumo_ev=0.42 homo_energy_ev=-9.74 orbital_gap_ev=10.16 smiles=CC(C)O.CC(C)O.CC(C)O.CC(C)O.CC(C)O.CC(C)O.CC(C)O.CC(C)O.CC(C)O.CC(C)O.CC(C)O.CC(C)O
C -5.16769 -0.71807 5.74864 -0.2 0.0 -0.4 -1.4057
C -3.72116 -1.10871 5.47365 -0.1 -0.1 0.2 0.6952
C -3.18852 -0.46235 4.21853 0.3 0.2 -0.4 -1.1673
O -2.84740 -0.71015 6.54356 -0.1 0.0 -0.2 -0.5479
H -5.47804 -0.99685 6.75463 0.0 0.0 0.0 0.3665
H -5.82108 -1.22691 5.03042 0.1 -0.1 0.1 0.3517
H -5.35352 0.34600 5.58642 0.2 0.1 0.3 0.3102
H -3.68690 -2.19975 5.35166 0.1 0.1 0.1 0.0952
H -3.34719 0.61971 4.24172 0.0 0.0 0.0 0.3849
H -3.65905 -0.84149 3.30875 -0.2 -0.1 0.1 0.4238
H -2.11652 -0.64468 4.11418 0.0 -0.1 0.1 0.2306
H -2.91353 -1.35037 7.25708 -0.1 0.0 0.0 0.3321
C 3.41866 -1.10829 -2.72928 -0.1 0.1 0.3 -1.4317
C 3.03715 0.35525 -2.83766 -0.1 0.1 -0.2 1.8219
C 3.62862 1.01759 -4.07885 0.1 0.0 0.2 -1.6070
O 1.60562 0.44420 -2.85424 0.0 -0.1 -0.2 0.0996
H 3.08460 -1.50970 -1.77069 0.0 0.0 0.0 0.0598
H 4.50384 -1.19402 -2.75981 0.0 -0.1 0.0 0.4488
H 2.97355 -1.70919 -3.52538 0.0 0.1 -0.1 0.3747
H 3.39799 0.86315 -1.93479 0.1 0.1 0.0 -0.6191
H 3.39255 2.08486 -4.11035 -0.1 -0.1 -0.1 0.2508
H 3.24955 0.52322 -4.97485 0.0 0.1 0.0 0.2980
H 4.71871 0.94553 -4.07676 0.0 -0.1 0.0 0.4499
H 1.31722 1.37656 -2.94356 0.0 -0.1 0.2 -0.1689
C -0.52001 4.12312 3.13489 -0.1 0.8 0.2 -1.2447
C -0.76156 2.74610 3.67013 0.0 -0.8 0.6 1.8157
C 0.48288 2.14156 4.31383 0.1 0.0 -0.5 -1.3768
O -1.81764 2.81848 4.64972 0.2 0.1 -0.4 -0.6779
H 0.42621 4.18485 2.59736 -0.1 -0.1 -0.2 0.0430
H -0.46404 4.84986 3.95157 0.1 -0.2 0.1 0.5151
H -1.33819 4.46967 2.50623 0.0 -0.1 -0.2 0.1231
H -1.07503 2.07533 2.85646 -0.1 0.1 0.0 -0.5107
H 0.25983 1.15704 4.73338 0.0 0.1 0.2 0.4466
H 0.88954 2.82097 5.06305 0.0 -0.1 0.2 0.3881
H 1.25776 1.95752 3.56132 0.0 0.2 0.0 0.1119
H -1.77908 2.01406 5.17888 -0.1 0.0 0.0 0.3389
C 2.76994 -4.23269 0.19648 -0.1 -1.0 0.1 -1.1551
C 2.63154 -3.29116 1.38491 0.8 -0.1 -0.9 1.3739
C 3.88157 -3.34760 2.23536 0.0 0.0 0.4 -1.6646
O 2.49965 -1.95466 0.87935 -0.6 -0.2 0.4 0.5378
H 3.58949 -4.00706 -0.48827 0.0 0.6 0.1 0.2931
H 1.83936 -4.29960 -0.37342 0.1 0.1 0.0 -0.0326
H 3.01775 -5.24578 0.54125 -0.3 0.1 0.1 0.4534
H 1.77258 -3.60327 1.98863 -0.1 0.3 0.0 -0.1503
H 3.85033 -2.60644 3.03698 0.0 0.0 -0.1 0.3229
H 4.78400 -3.18322 1.64357 -0.1 0.1 -0.1 0.3934
H 3.96924 -4.33303 2.69576 0.0 0.0 0.0 0.4712
H 1.70915 -1.91070 0.29721 0.4 0.2 0.0 -0.5095
C -1.03188 -5.03746 0.93693 0.5 -0.2 -0.4 -0.7579
C -1.32207 -4.62983 2.37126 0.1 -0.2 -0.3 0.8755
C -2.77751 -4.24675 2.56555 -0.7 -0.6 0.6 -1.4199
O -0.94072 -5.65964 3.29608 -0.1 0.3 -0.2 -0.6261
H -1.63127 -5.87184 0.55835 -0.4 0.2 0.2 0.5699
H -0.00488 -5.39354 0.80658 0.1 0.2 0.3 0.3301
H -1.15048 -4.17015 0.28070 -0.2 -0.1 -0.1 -0.2285
H -0.67446 -3.77594 2.58978 0.0 -0.1 0.3 -0.1729
H -3.01093 -4.24372 3.63544 0.1 0.3 0.0 0.4473
H -3.43163 -5.02993 2.15660 0.1 0.1 -0.1 0.4076
H -3.11198 -3.30458 2.13458 0.3 0.1 -0.1 0.2061
H -1.56524 -6.38672 3.19405 0.0 0.0 0.0 0.3847
C -6.34789 -3.47723 -1.89184 -0.5 0.2 0.4 -1.6293
C -4.88458 -3.46419 -2.25527 -0.1 -0.9 -0.7 0.6751
C -4.00237 -3.20174 -1.05965 0.4 0.3 -0.3 -0.4831
O -4.60231 -4.76953 -2.80137 0.0 0.3 0.3 -0.5815
H -6.63785 -2.55919 -1.36910 0.1 0.0 -0.1 0.3633
H -6.56173 -4.30506 -1.21070 0.1 0.0 -0.1 0.3619
H -7.00835 -3.57870 -2.75196 0.2 -0.1 -0.1 0.3846
H -4.71799 -2.75589 -3.07793 0.1 0.3 0.3 0.2291
H -4.19935 -2.22051 -0.62146 -0.1 -0.1 0.1 0.3784
H -2.95275 -3.18538 -1.37348 0.0 -0.1 0.1 -0.2025
H -4.14347 -4.00235 -0.33466 0.0 0.1 0.2 0.1755
H -3.64245 -4.90228 -2.81799 -0.1 -0.1 -0.2 0.2941
C -0.14592 -3.63401 -2.91499 0.0 -0.3 -0.4 -0.3643
C -1.24063 -3.98367 -3.91726 0.2 -0.4 0.1 0.7611
C -0.71144 -3.98486 -5.34211 -0.2 0.9 -0.2 -1.6601
O -1.81820 -5.26477 -3.58398 0.1 0.4 -0.1 -0.5860
H -0.50179 -3.56924 -1.89017 -0.1 0.1 0.0 -0.3490
H 0.33224 -2.69468 -3.19360 0.1 0.0 0.1 -0.0126
H 0.59613 -4.44123 -2.94957 0.1 0.2 0.0 0.4340
H -2.06569 -3.26944 -3.86265 -0.1 -0.1 0.1 0.1667
H 0.25495 -4.48098 -5.44248 -0.1 -0.3 0.0 0.3620
H -0.55476 -2.94293 -5.65263 0.1 -0.1 0.1 0.3557
H -1.45891 -4.36043 -6.03951 0.1 -0.4 0.1 0.4410
H -1.14153 -5.92717 -3.76145 -0.1 -0.1 0.1 0.3446
C -2.70170 3.83222 0.05383 -0.1 -0.5 0.0 -0.8375
C -2.72530 5.34992 0.01016 0.3 -0.3 -0.1 0.8198
C -2.10293 5.88845 -1.25355 0.4 -0.1 -0.6 -1.2094
O -4.05585 5.83903 0.07138 -0.1 0.2 0.1 -0.5706
H -2.96363 3.46773 1.05177 0.0 0.0 0.0 0.3706
H -1.72899 3.41426 -0.22271 0.1 0.2 0.2 -0.0810
H -3.42211 3.39818 -0.64453 -0.1 0.2 0.0 0.4390
H -2.11817 5.70779 0.85374 -0.2 0.2 0.0 0.0209
H -1.06648 5.54440 -1.34254 0.0 0.0 0.2 -0.0056
H -2.10233 6.97758 -1.28901 -0.1 0.0 0.1 0.4667
H -2.60722 5.51882 -2.15185 -0.2 0.0 0.2 0.3464
H -4.44318 5.61259 0.92255 0.0 -0.1 0.0 0.3314
C 4.25572 5.19828 -1.22065 0.1 0.5 0.0 -1.6900
C 2.99670 4.44645 -0.86653 -0.4 0.2 0.3 1.6746
C 2.71602 4.41362 0.64637 0.3 -0.7 -0.2 -0.9482
O 1.87069 5.05215 -1.56310 0.5 -0.3 0.3 -0.6565
H 4.18062 6.23005 -0.85183 0.0 -0.1 0.0 0.4155
H 4.38807 5.25329 -2.30099 0.0 -0.1 0.0 0.3950
H 5.15031 4.77897 -0.76187 0.0 -0.2 0.0 0.3644
H 3.04863 3.41788 -1.23006 -0.1 0.1 -0.2 -0.7700
H 1.94725 5.13207 0.92627 0.1 0.1 0.0 0.3310
H 3.62049 4.58236 1.23216 0.0 0.2 -0.1 0.3548
H 2.37815 3.41192 0.92436 -0.3 0.1 0.1 -0.0116
H 1.77077 5.92844 -1.17453 -0.2 0.0 -0.2 0.3372
C -0.96219 -0.91246 1.02364 0.3 -0.7 0.3 -0.2720
C -0.34051 -0.17430 -0.12841 -0.2 -0.1 -1.2 0.4433
C 0.51450 0.98825 0.31845 0.6 -0.5 1.1 0.3775
O 0.39635 -1.14630 -0.90139 0.0 0.2 0.4 0.5471
H -0.19178 -1.54418 1.48484 0.1 0.3 0.1 -0.0079
H -1.71996 -1.62922 0.70005 -0.2 0.3 -0.1 -0.2600
H -1.35093 -0.24505 1.79151 -0.2 0.0 -0.1 -0.1432
H -1.12197 0.19787 -0.80811 -0.1 0.1 0.2 0.3569
H -0.12060 1.73567 0.79834 0.1 0.3 -0.4 -0.3714
H 1.16774 1.37894 -0.45595 -0.4 0.3 -0.3 -0.1925
H 1.18977 0.63777 1.11677 -0.1 0.0 -0.1 -0.0928
H 0.73813 -0.68411 -1.69557 0.1 0.0 0.2 -0.2679
C 0.77571 3.97221 -4.95795 0.3 0.4 -0.1 -1.3117
C -0.21472 3.39244 -3.99195 -0.2 -0.1 1.1 1.0511
C -0.91600 2.16216 -4.50786 0.2 -0.4 0.3 -1.3543
O 0.45025 2.99085 -2.76586 0.2 0.1 -0.4 -0.0760
H 1.59423 3.27118 -5.12847 -0.1 -0.1 -0.1 0.2024
H 1.21737 4.88595 -4.55159 0.0 0.0 0.0 0.2969
H 0.29596 4.22515 -5.90424 0.1 -0.1 0.0 0.4434
H -0.94161 4.14767 -3.66887 -0.1 0.0 -0.4 -0.0610
H -0.15952 1.41348 -4.76501 -0.1 0.1 -0.3 0.1731
H -1.55487 2.37922 -5.36056 0.0 0.0 -0.1 0.4743
H -1.51052 1.70556 -3.71466 -0.1 0.2 0.0 0.3194
H 0.91772 3.77487 -2.41990 -0.1 -0.2 0.1 -0.0449
C 4.45675 0.40001 2.62693 0.1 -0.3 0.3 -1.4564
C 4.85199 0.59412 1.17236 0.3 -0.2 0.2 1.8191
C 6.16963 1.33995 1.07442 -0.3 0.7 -0.2 -1.6619
O 5.04043 -0.65576 0.53588 0.0 -0.2 -0.1 -0.6886
H 3.51201 -0.14124 2.71778 -0.1 0.2 -0.1 0.1319
H 4.41686 1.34928 3.16553 -0.2 0.0 -0.1 0.4605
H 5.20326 -0.22357 3.13032 0.1 0.1 -0.1 0.3501
H 4.06837 1.15988 0.65034 -0.1 0.1 0.0 -0.4587
H 6.37767 1.69385 0.06063 0.0 -0.3 0.0 0.3712
H 6.99449 0.72666 1.42933 0.0 -0.1 0.0 0.3774
H 6.10057 2.24779 1.67979 0.1 -0.1 0.1 0.3821
H 4.27681 -1.22439 0.73285 -0.1 0.3 -0.2 0.0299